No. 1
# C22H59Li2N4O9

A structure of composition C22H59Li2N4O9 at a distorted geometry (ωB97M-V/def2-TZVPD, the Open Molecules 2025 dataset).

```
96
Properties=species:S:1:pos:R:3:forces:R:3
O -3.4386 -8.4036 -3.6795 0.53 -0.08 -0.41
O 3.5326 5.8356 -2.2648 0.03 0.62 0.58
O 4.4676 0.5396 -9.4145 -0.25 -0.30 -0.02
O -1.7096 -0.9418 -6.6202 0.19 0.01 -0.17
O -5.7436 -4.9200 -3.0712 0.09 -0.33 -0.11
O 2.6440 -8.9209 0.8212 0.18 -0.04 -0.69
O 5.3223 -4.4550 -5.9361 0.07 0.07 0.02
O -3.9485 -0.5519 5.7616 0.02 0.23 -0.02
O 0.8119 -5.3166 -2.7763 -0.66 0.21 0.25
N 2.9518 1.9427 -8.5867 -0.70 1.46 0.23
N 2.7629 -0.2740 -8.2095 -2.13 -1.71 1.36
N -2.9521 -0.6877 6.7128 1.37 -1.14 1.77
N 2.5037 4.9542 -2.6009 -1.81 -0.79 -0.40
C 2.4075 3.8405 -1.6651 -0.92 -1.51 -0.51
C -1.6008 -0.6985 6.1475 1.20 0.10 -0.66
C -3.1663 0.1014 7.9288 -0.88 1.27 0.91
C -0.6221 -0.0171 8.4540 0.30 -1.05 -1.25
C -1.0062 -3.6716 -2.0525 0.33 -1.25 0.98
C -1.5051 -1.8477 5.1222 -0.50 -0.57 -0.32
C -0.5305 -0.9178 7.2438 -0.07 -0.61 -0.42
C -1.2365 0.6190 5.4147 0.39 -0.26 -0.02
C 3.4263 0.6981 -8.7813 3.16 0.65 -1.35
C 1.2250 5.6138 -2.8805 -1.91 1.32 -1.44
C 0.5868 6.5458 -1.8149 0.56 -0.25 0.67
C 1.1952 2.8831 -2.0915 -0.45 0.02 2.13
C 1.2516 -3.8024 -0.8989 -0.06 -0.49 -0.44
C 2.3297 4.1714 -0.0815 1.34 -0.23 -1.66
C 0.4991 -4.0390 -2.2298 0.18 -0.34 -0.52
C 1.3226 6.4609 -4.1952 1.30 0.74 0.91
C -0.1777 3.4679 -2.3778 0.37 1.50 0.05
C 0.0865 4.5974 -3.3261 1.44 0.14 -0.13
C -4.4629 -0.3683 8.6142 -0.09 -1.12 0.34
C 3.5967 2.9173 -2.0098 -0.05 0.34 0.24
C -3.3468 1.6601 7.7002 1.13 -0.30 0.51
C -2.0180 -0.1140 9.0065 -0.73 0.96 -0.05
Li -0.7768 -7.6052 -5.4826 -0.33 0.51 0.59
Li 3.0909 -8.3084 -2.2481 -0.33 0.59 0.60
H -4.0147 2.1156 8.4314 -0.61 -0.37 -0.29
H 3.6644 2.6355 -8.7667 -0.35 0.07 0.02
H -1.8714 -2.8111 5.4768 -0.85 0.30 0.47
H 3.1797 -8.4137 1.4311 0.20 0.16 0.20
H -1.3868 -4.3922 -1.3287 -0.55 -0.48 -0.27
H 2.2951 2.1260 -7.8415 0.22 0.12 -0.13
H 3.0752 -1.2343 -8.2289 -0.09 0.46 -0.16
H -5.7217 -4.5572 -2.1857 0.00 0.07 0.27
H -1.2087 -2.7395 -1.5249 0.48 0.45 -0.36
H -3.7607 0.3056 5.3730 -0.38 0.52 -0.52
H -0.8881 2.8028 -2.8687 0.15 -0.40 0.34
H -1.5584 -3.6936 -2.9920 0.00 -0.17 0.03
H 3.1509 4.8617 0.1117 -0.28 0.53 -0.01
H -0.8222 5.1678 -3.5181 0.17 0.10 -0.30
H 4.5171 3.4421 -1.7535 0.27 -0.58 0.26
H -3.3669 -9.0018 -2.9357 0.00 -0.16 0.20
H 4.1941 5.7132 -2.9497 0.01 -0.02 -0.17
H 1.2086 7.3855 -1.5043 0.21 0.11 -0.44
H 2.0907 7.2296 -4.1098 0.45 -0.07 0.24
H -2.6404 -0.7293 -6.5528 -0.24 0.14 -0.03
H -4.4564 -1.4582 8.6287 -0.03 -0.18 -0.15
H -3.6002 1.9436 6.6787 -0.21 0.01 0.14
H 1.1482 2.3622 -1.1352 -0.29 -0.79 -0.16
H -4.1876 -7.8464 -3.4680 -0.27 0.36 0.01
H -2.1545 0.6838 9.7365 -0.25 0.16 0.06
H 1.6169 5.8603 -5.0558 -0.43 -0.08 -0.03
H 1.0269 -4.5992 -0.1899 -0.58 -0.03 0.12
H -1.9212 0.8767 4.6068 -0.25 0.13 0.12
H 4.3896 -4.5431 -5.7398 -0.28 0.12 0.09
H -0.3633 6.9285 -2.1876 0.09 0.05 -0.06
H -0.3043 0.9479 8.0594 -0.40 0.47 0.63
H -0.5449 -2.2302 4.7763 0.69 1.16 0.11
H 3.6128 2.6806 -3.0736 -0.09 0.61 -0.20
H -0.6696 3.9623 -1.5402 0.03 -0.60 0.59
H -2.2092 -1.0110 9.5956 0.21 -0.40 -0.43
H 0.3803 6.0545 -0.8641 -0.14 -0.36 -0.10
H 0.4847 4.1408 -4.2323 -0.28 0.15 -0.44
H -5.4322 -0.0754 8.2108 0.33 0.29 -0.51
H 0.4824 -0.7590 6.8737 -0.10 -0.01 -0.78
H 1.0132 -2.8342 -0.4585 0.14 0.03 0.06
H -5.7593 -4.1535 -3.6443 -0.04 0.18 -0.16
H 5.6365 -5.3554 -6.0181 0.20 -0.17 -0.10
H 0.2024 -0.4108 9.0484 -0.34 0.44 0.86
H 1.3901 4.5465 0.3242 0.05 -0.08 -0.33
H -0.5204 -1.9706 7.5261 -0.38 -0.16 0.23
H 3.4537 1.9179 -1.5988 0.45 0.20 0.81
H 1.3976 2.1348 -2.8578 0.60 0.35 -0.15
H -1.5677 -1.6132 -5.9529 0.09 -0.14 0.23
H -4.4988 -0.1034 9.6709 0.26 0.42 0.03
H -2.4270 2.1704 7.9858 0.41 0.02 -0.54
H 0.4547 7.1028 -4.3466 -0.43 -0.66 -0.22
H 2.3274 -3.9313 -1.0173 0.12 0.44 -0.35
H -2.0772 -1.5496 4.2436 -0.05 -0.31 -0.09
H -0.2760 0.4783 4.9190 0.09 -0.07 -0.03
H 2.6773 3.3028 0.4777 -0.48 -0.36 -0.10
H -1.0982 1.4511 6.1051 -0.30 0.06 -0.10
H 0.7760 -3.2840 -2.9656 0.87 0.39 -0.12
H 1.7990 -9.0109 1.2617 -0.30 -0.04 0.09
H 1.8902 -0.0066 -7.7772 0.10 -0.73 0.06
```
Positions in Å, forces in eV/Å.

HOMO energy	-9.10	eV
energy relative to the best compared isomer or geometry (same formula, charge and spin)	8.888	eV
gap between HOMO and LUMO	3.905	eV
total charge	+1



No. 2
# C22H60AsF6O20S8

A structure of composition C22H60AsF6O20S8 at a distorted geometry (ωB97M-V/def2-TZVPD, the Open Molecules 2025 dataset).

```
117
Properties=species:S:1:pos:R:3:forces:R:3
As 1.1974 -0.7772 1.2143 -1.99 -1.63 -0.11
S -3.7489 -0.7239 -3.2055 -0.37 1.50 0.12
S 0.9671 2.9790 -5.4524 -1.47 -1.33 2.55
S 5.6277 2.1536 6.2534 -1.98 -0.23 -0.10
S 5.5375 2.0817 0.3085 0.86 0.98 0.94
S -4.3046 1.0282 1.1253 0.05 -2.89 -0.10
S -2.3963 -4.8483 -0.0638 1.14 -1.44 1.94
S 1.6796 -5.0991 -4.5130 0.16 0.22 0.62
S -0.3429 5.5743 3.2131 -2.74 2.62 1.54
F 0.8415 1.0166 1.1538 0.63 -2.22 -0.01
F -0.3248 -1.2249 0.2964 1.44 1.17 0.84
F 2.1075 -0.7116 -0.3311 -0.97 0.14 1.19
F 0.2707 -0.8548 2.7914 1.16 0.43 -1.89
F 2.7285 -0.6382 2.0154 -0.17 0.79 0.23
F 1.4021 -2.5634 1.3609 0.05 1.53 -0.29
O -5.0631 -0.2385 0.8497 1.93 3.19 0.56
O -2.2036 -6.3017 0.1239 -1.27 2.82 -0.44
O 5.9658 2.9405 7.4145 -0.73 -0.80 -1.34
O 1.4152 1.3817 -5.1107 -0.42 2.22 -1.25
O -1.7172 6.0325 2.3067 3.46 -0.54 2.38
O -1.8822 -4.2595 -1.2819 -1.02 -0.06 0.69
O -4.0100 -4.4034 0.2322 3.62 -1.49 1.34
O -0.8825 4.8630 4.3946 1.73 1.01 -2.27
O 0.4321 6.8213 3.3618 -1.15 -2.86 -0.40
O 2.7466 -4.3522 -5.1852 -1.45 -1.24 1.01
O 0.8176 -4.0487 -3.5758 0.76 -1.28 -2.07
O -4.9320 2.3130 0.9307 0.23 -1.10 1.01
O 6.4448 2.2571 5.0514 -0.79 -0.13 0.75
O -3.5543 0.7436 -3.6409 0.26 -2.17 0.38
O 4.4869 3.0466 0.7237 0.11 -0.37 -0.36
O 3.9925 2.4050 5.8477 2.74 1.10 2.83
O 1.0654 3.6609 -4.1419 0.08 -0.69 -2.66
O 2.0040 -6.3368 -3.7745 -0.65 2.40 -1.55
O 1.6144 3.5071 -6.6408 -0.77 -1.30 1.70
O -3.6826 0.9145 2.6673 -0.57 0.30 -1.21
C 1.7190 -0.5465 -3.8560 -0.26 0.35 -0.17
C 0.3061 4.5211 1.9721 0.29 -0.67 0.67
C 1.0960 0.8736 -3.7861 2.16 -1.42 -0.28
C 7.0256 3.0371 -0.2298 0.07 -0.39 -0.07
C 2.0292 2.1973 4.6157 0.31 1.71 -0.72
C -2.1548 -1.5089 -2.9961 1.03 0.05 -0.69
C 1.2348 -4.8021 -1.2895 1.26 -0.84 -0.14
C 1.3729 -3.7080 -2.3617 -0.81 1.00 3.13
C -3.7422 5.9714 1.4476 -0.26 -1.41 0.17
C 5.3146 0.4005 6.6449 1.22 1.43 0.22
C 0.2651 -5.3184 -5.6051 1.02 -0.66 0.74
C -1.6364 -4.0252 1.4167 -1.05 0.07 -0.83
C -3.0277 -0.2887 3.1929 -0.92 -2.06 -0.94
C 3.5492 1.9140 4.6293 -1.29 0.08 -0.56
C -4.2348 -1.6925 -4.6713 0.37 -0.04 0.14
C -4.0155 -1.5339 3.3768 -0.03 1.69 0.98
C -2.7880 1.1679 0.1411 -0.31 0.23 0.24
C -0.8847 2.7121 -5.6928 0.31 0.85 0.72
C -4.9282 -3.8177 -1.7144 -0.96 2.52 -1.33
C 6.0315 1.1521 1.7960 -0.07 -0.73 0.14
C -4.4081 -3.2226 -0.4268 -0.99 -0.52 -1.08
C -2.8647 5.2682 2.5228 -2.63 0.51 -1.63
H 3.6952 0.8358 4.5634 0.26 -0.10 -0.31
H -5.6560 -4.5982 -1.4926 0.32 -0.06 -0.18
H 1.6869 -1.1003 -2.9177 -0.69 0.16 -0.04
H 1.9816 -5.5535 -1.5462 0.63 0.17 0.57
H 1.2364 -1.0543 -4.6911 0.08 -0.47 0.25
H 5.4187 -0.0323 5.6499 -0.20 -0.61 0.49
H 1.8423 3.2566 4.4390 0.55 0.47 -0.13
H -2.1884 -4.4182 2.2706 0.09 -0.03 -0.09
H -3.1151 1.2276 -0.8969 -0.04 -0.10 -0.03
H -4.4542 -1.9954 2.4922 0.62 0.30 -0.23
H 0.3989 -5.4974 -1.2121 -0.86 0.95 -0.65
H -1.5655 -1.2492 -2.1167 -0.52 0.28 0.27
H 7.0903 0.8994 1.8533 0.12 0.44 -0.52
H -2.3923 2.1414 0.4307 -0.06 0.00 -0.01
H 0.8559 -2.8094 -2.0251 -0.79 -0.14 -0.03
H -1.5910 -1.1683 -3.8645 0.21 -0.01 -0.15
H 6.9168 3.4661 -1.2259 -0.48 -0.21 0.06
H -4.5625 -0.9470 -5.3959 -0.23 -0.24 0.04
H 2.7899 -0.5195 -4.0569 -0.01 0.43 -0.34
H -5.2387 -2.7844 0.1264 -0.02 -0.28 0.23
H -1.9971 0.4307 0.2791 -0.44 -0.32 0.20
H 7.8372 2.3098 -0.2506 -0.05 -0.07 0.03
H -0.2004 3.5622 2.0819 -0.25 0.09 -0.21
H 4.1515 2.5010 3.9358 -0.53 -0.46 -1.01
H 0.5754 -6.1810 -6.1947 -0.28 0.34 -0.57
H -3.6875 -2.4065 -0.4800 0.47 -0.37 -0.21
H -4.5440 5.2854 1.1743 -0.62 0.46 0.31
H 0.1097 -4.3624 -6.1051 0.02 -0.39 -0.21
H -1.2113 3.7507 -5.7450 -0.18 -0.05 -0.69
H 1.4818 1.7828 3.7692 0.06 -0.88 0.45
H -2.2129 -0.6676 2.5758 0.05 0.60 -0.58
H -3.5861 -2.2934 4.0303 0.41 0.02 -0.20
H 7.2493 3.8310 0.4829 -0.32 -0.18 0.24
H 2.3614 -3.2493 -2.3870 0.65 -0.88 -0.52
H -4.2248 -4.0375 -2.5176 0.46 -0.71 0.66
H -0.5588 -4.1368 1.5365 -0.14 -0.36 -0.50
H -3.2147 6.1091 0.5038 0.36 0.09 0.22
H 6.1075 0.1570 7.3522 0.06 -0.48 -0.30
H -2.5207 0.0256 4.1051 -0.61 0.10 0.13
H -1.3300 2.0273 -6.4146 0.99 0.40 -0.80
H 5.7487 1.7057 2.6913 -0.08 0.33 -0.18
H 0.0649 5.0221 1.0347 0.54 -0.21 0.04
H 0.0247 0.8100 -3.5957 0.11 0.49 0.11
H -0.5682 -5.6140 -4.9676 0.06 0.15 -0.07
H -4.0301 6.9419 1.8517 -0.37 -0.17 -0.27
H 1.7340 1.3981 -3.0748 -0.91 0.52 0.25
H -2.8243 4.1857 2.4021 0.81 -0.11 -0.61
H 1.3467 4.3195 2.2263 0.12 0.32 -0.49
H 5.5058 0.1974 1.7822 -0.36 0.11 -0.16
H 1.5641 2.1627 5.6009 0.07 -1.14 -0.08
H 1.3857 -4.3956 -0.2895 0.30 0.09 -0.13
H -2.1974 -2.5968 -3.0491 -0.39 0.02 0.14
H 4.3488 0.3303 7.1452 0.10 -0.03 -0.38
H -4.8698 -1.1598 3.9409 -0.18 0.04 0.05
H -3.4117 -2.2877 -5.0666 0.18 0.30 -0.07
H -5.4494 -2.9806 -2.1790 -0.76 0.01 -0.22
H -4.9942 -2.4120 -4.3652 -0.27 0.35 -0.13
H -1.4103 2.3719 -4.8006 0.90 -0.11 0.72
H -1.8538 -2.9651 1.2861 0.02 0.02 0.08
H -3.4078 5.3401 3.4652 0.70 0.70 0.47
```
Positions in Å, forces in eV/Å.

HOMO energy (alpha / beta)	-9.08 / -9.08	eV
2S+1	2
gap between HOMO and LUMO (alpha / beta)	7.471 / 2.810	eV



Values for E_tot, eV, ordered as above
-48556.22812, -228553.69454